91
Properties=species:S:1:pos:R:3 method="wB97M-V/def2-TZVPD" homo_energy_ev=-7.12 de_lowest_kj_mol=144.8 total_charge=+1 total_energy_ha=-2261.6552 lumo_energy_ev=-2.410 homo_lumo_gap_ev=4.71
La -1.01959 1.45918 -0.77977
C -0.02330 -0.64851 1.01444
C 0.12131 0.64054 1.60378
C -2.12725 0.16979 1.43621
C -1.39910 -0.96987 0.99900
C -1.19045 1.16180 1.85573
C 1.03486 -1.64151 0.70818
H 2.03928 -1.23019 0.82877
H 0.92343 -1.99396 -0.32418
H 0.95288 -2.53146 1.34933
C -1.94094 -2.32171 0.73880
H -1.55484 -2.71659 -0.21504
H -3.03567 -2.30980 0.71466
H -1.65813 -3.03957 1.53262
C -3.60350 0.24358 1.55652
H -4.00504 -0.72023 1.90032
H -4.10592 0.49766 0.60851
H -3.90285 1.00515 2.28808
C -1.52826 2.45340 2.52340
H -2.41450 2.35025 3.16674
H -1.72467 3.28089 1.81301
H -0.70308 2.78872 3.16648
C 1.37978 1.20809 2.14940
H 1.27583 1.40934 3.22746
H 1.66094 2.15511 1.66938
H 2.20915 0.50454 2.00476
C 3.35517 -0.40060 -2.76762
C 4.06591 -0.52712 -1.61790
C 4.39073 0.56250 -0.65510
C 4.84472 1.90686 -1.27950
C 3.70895 2.96551 -1.44228
C 2.30041 2.41862 -1.10859
C 1.64472 1.26706 -1.97071
C 2.55020 0.80482 -3.10112
H 5.18263 0.19335 0.01016
H 5.38857 1.78752 -2.24092
H 3.56115 0.74982 0.03256
H 3.22165 1.63922 -3.35112
H 3.41375 -1.12128 -3.60234
H 4.48146 -1.50341 -1.34978
H 1.91292 0.60425 -3.99064
H 1.36297 0.39881 -1.32103
H 2.22373 2.15547 -0.04630
H 0.68692 1.58364 -2.48907
H 5.60657 2.34829 -0.59827
H 3.88927 3.74888 -0.67103
P 3.48469 4.02560 -2.94615
C 3.61732 3.43634 -4.66119
C 4.88186 5.17893 -2.72669
P 0.98698 3.87855 -1.20689
C 1.73751 4.53930 -2.76548
C 1.53069 5.20035 -0.08185
C -0.83868 4.09841 -1.36052
H 2.62657 3.38929 -5.13629
H 4.09600 2.45213 -4.72723
H 4.22796 4.14465 -5.23646
H 5.07893 5.74127 -3.65242
H 5.79233 4.59560 -2.50472
H 4.74918 5.89421 -1.90381
H -0.93536 5.05034 -1.90053
H -1.31945 4.22040 -0.36602
H -1.43454 3.39579 -2.00885
H 1.15114 4.10659 -3.59144
H 1.63980 5.64936 -2.82667
H 0.63707 5.64022 0.39124
H 2.01548 6.00246 -0.66133
H 2.23056 4.88369 0.70282
C -4.12135 -2.87302 -1.98596
C -3.01810 -3.44694 -2.84910
C -2.14063 -2.43138 -3.64274
C -1.32056 -3.16293 -4.73477
C -0.61781 -4.43327 -4.29198
C -3.01826 -1.39756 -4.34497
O -3.36009 -1.41680 -5.51250
N -3.48631 -0.36800 -3.49354
C -2.64219 0.19966 -2.60011
O -2.92972 1.32693 -2.05143
N -1.47604 -0.39499 -2.32558
C -1.19755 -1.68912 -2.71250
O -0.17786 -2.20872 -2.24589
H -3.73130 -2.51321 -1.02579
H -4.83848 -3.67965 -1.77372
H -4.64908 -2.05904 -2.49815
H -2.34510 -4.07640 -2.24997
H -3.44782 -4.11040 -3.61396
H -2.01292 -3.39590 -5.55653
H -0.58731 -2.44785 -5.13793
H -1.34089 -5.20653 -3.99746
H -0.02518 -4.81993 -5.12511
H 0.04968 -4.21538 -3.44734
H -4.18594 0.26088 -3.87719

---

16
Properties=species:S:1:pos:R:3 method="wB97M-V/def2-TZVPD" homo_energy_ev=-9.74 de_lowest_kj_mol=185.4 smiles="CC=O.CCO" total_energy_ha=-308.8276 lumo_energy_ev=1.052 homo_lumo_gap_ev=10.79
C 1.50557 2.41460 -0.54586
O 1.48979 1.42321 -1.53367
C 1.32552 1.86840 0.88524
H 2.47228 2.94283 -0.52100
H 0.78463 3.17670 -0.86530
H 2.01483 1.40107 -2.32743
H 2.20753 2.01115 1.51337
H 0.49343 2.35601 1.38298
H 1.05157 0.82803 0.66933
O -1.60699 -1.11504 -0.68699
C -2.07131 -1.81417 0.18611
C -1.74538 -3.28133 0.21987
H -2.81503 -1.41799 0.88073
H -2.07705 -3.56467 1.22783
H -0.68618 -3.47546 0.06906
H -2.34322 -3.75334 -0.55427

---

115
Properties=species:S:1:pos:R:3 method="wB97M-V/def2-TZVPD" homo_energy_ev=-8.31 total_energy_ha=-4814.5711 lumo_energy_ev=0.381 homo_lumo_gap_ev=8.69
C -1.13901 -1.70115 1.80166
C -0.55262 -0.86004 1.18362
C -0.16976 0.35023 0.44377
C -1.22707 0.69396 -0.67130
O -1.62989 -0.54075 -1.20460
C -1.09140 -0.86422 -2.47668
C 0.42101 -1.09016 -2.51164
C 0.78179 -1.56158 -3.94505
O 0.87901 -1.99493 -1.53107
O -0.74472 1.62452 -1.61334
C -1.85801 2.22653 -2.22019
O -1.77138 2.71952 -3.29811
C -3.05302 2.09236 -1.28063
C -4.34120 1.42777 -1.79924
C -4.15705 0.28106 -2.79478
C -5.49847 -0.05676 -3.48432
C -5.32160 -1.29467 -4.39549
C -6.62938 -0.36969 -2.50385
C -2.36261 1.53558 -0.01856
N -3.21067 0.90130 0.96605
H -1.70079 -2.37635 2.40561
H -0.13722 1.17104 1.16029
H 0.79044 0.17718 -0.04418
H -1.35956 -0.15331 -3.26426
H -1.56918 -1.81005 -2.76087
H 0.94008 -0.14391 -2.35744
H 1.42468 -0.82420 -4.43272
H 1.34413 -2.49032 -3.91387
H -0.09645 -1.67230 -4.58913
H 0.42818 -2.83974 -1.63133
H -3.28318 3.13269 -1.01292
H -4.84469 1.01234 -0.92386
H -4.99444 2.21578 -2.17840
H -3.83308 -0.63049 -2.29358
H -3.45777 0.58553 -3.57809
H -5.77071 0.78012 -4.13752
H -6.31731 -1.68122 -4.62742
H -4.83906 -2.07929 -3.80410
H -4.75640 -1.06833 -5.29799
H -6.50269 -1.33930 -2.01579
H -6.77972 0.38946 -1.73469
H -7.56344 -0.40839 -3.07383
H -1.79098 2.36731 0.41109
H -4.11895 1.35882 0.94651
H -2.84676 1.12317 1.88485
C 3.45254 -1.14699 0.70219
S 2.69545 -1.31180 2.32112
O 2.32634 0.05553 2.78294
C 4.21523 -1.76161 3.17723
H 2.68814 -0.82767 -0.00197
H 4.25058 -0.40435 0.74196
H 3.84809 -2.11210 0.38643
H 4.95934 -0.97492 3.04753
H 4.58780 -2.70547 2.77908
H 3.98545 -1.87742 4.23492
C 7.41340 2.11127 1.61676
S 6.77868 1.50706 0.04769
O 7.78224 0.55514 -0.49902
C 6.97084 3.05664 -0.83338
H 7.41937 1.27977 2.31953
H 8.42726 2.48705 1.48192
H 6.76353 2.90254 1.98986
H 8.01249 3.37230 -0.80136
H 6.33745 3.81380 -0.37581
H 6.66597 2.89875 -1.86679
C 0.46325 -4.06640 6.30590
S -1.24459 -3.77546 5.82938
O -1.30106 -3.85773 4.34512
C -1.26683 -2.02968 6.25305
H 0.70435 -5.10284 6.07863
H 1.11906 -3.40430 5.73994
H 0.57552 -3.89197 7.37604
H -0.49463 -1.50556 5.68882
H -1.10206 -1.91585 7.32469
H -2.24544 -1.63311 5.99005
C -5.56327 3.04783 4.60420
S -5.97136 3.74029 2.99693
O -5.42618 2.81193 1.97195
C -4.84156 5.13473 3.09735
H -6.13480 2.13048 4.72940
H -4.49687 2.82484 4.64889
H -5.83710 3.75775 5.38466
H -3.82312 4.77320 3.24195
H -5.13728 5.78113 3.92369
H -4.90551 5.68706 2.16210
C 7.86276 8.29385 1.18649
S 6.85855 6.83259 1.47850
O 7.52012 5.70054 0.77518
C 5.47099 7.34841 0.45837
H 8.80934 8.16045 1.70598
H 8.04400 8.40768 0.11760
H 7.35018 9.17082 1.58181
H 5.81094 7.52517 -0.56224
H 5.03179 8.25437 0.87595
H 4.73200 6.54955 0.46570
C -3.47835 -8.02106 2.89069
S -4.54638 -6.68018 3.43722
O -5.76062 -6.70950 2.57879
C -3.49287 -5.35546 2.84510
H -3.96894 -8.96250 3.13028
H -3.32450 -7.95148 1.81367
H -2.52480 -7.96184 3.41576
H -3.33645 -5.46391 1.77088
H -2.54329 -5.38078 3.37212
H -3.99013 -4.40936 3.04735
C 2.44957 -1.52840 -7.49206
S 2.33630 -3.28380 -7.11984
O 2.54202 -3.44030 -5.65799
C 3.87774 -3.74797 -7.92133
H 1.59277 -1.03278 -7.03987
H 3.37091 -1.12233 -7.07364
H 2.42590 -1.38470 -8.57242
H 4.70458 -3.19574 -7.47440
H 3.81000 -3.53501 -8.98840
H 4.02603 -4.81527 -7.77144